1.
{
  "formula": "C4H4CoO5",
  "method": "ωB97M-V with the def2-TZVPD basis set",
  "elements": ["O", "C", "O", "H", "Co", "O", "O", "C", "C", "O", "C", "H", "H", "H"],
  "xyz": [[-0.450, -2.566, 0.496], [-0.670, -1.856, 1.436], [-1.021, -0.452, 1.083], [2.046, 1.501, -0.790], [-1.089, -2.665, 4.028], [-0.533, -1.923, 2.668], [0.850, -0.044, -0.114], [1.238, 0.875, -1.175], [-0.061, 1.638, -1.452], [-1.036, 0.914, -0.649], [-0.416, 0.052, 0.073], [1.580, 0.266, -2.017], [-0.388, 1.589, -2.493], [-0.050, 2.671, -1.094]],
  "lowdin_charge": [0.2736, -0.5030, 0.2417, 0.1581, 1.3813, 0.0140, 0.1720, 0.0055, 0.0038, 0.1923, -0.4146, 0.1582, 0.1591, 0.1580],
  "multiplicity": 4,
  "s_squared": 3.76,
  "homo_lumo_gap_ev": [8.21, 6.78],
  "charge": 2,
  "homo_ev": [-19.22, -19.22]
}

2.
{
  "formula": "C4H4CsLiO2",
  "method": "ωB97M-V with the def2-TZVPD basis set",
  "elements": ["H", "C", "C", "C", "C", "O", "O", "H", "H", "H", "Li", "Cs"],
  "xyz": [[0.636, 1.354, 3.027], [-1.436, 0.803, 0.261], [-2.050, 1.725, 1.344], [-1.057, 0.710, 1.756], [0.112, 0.470, 2.373], [1.030, -0.336, 1.934], [-0.529, 1.270, -0.645], [-2.121, 0.029, -0.124], [-3.113, 1.586, 1.578], [-1.731, 2.779, 1.340], [-1.144, 2.867, -1.115], [2.624, 0.005, -0.517]],
  "lowdin_charge": [0.1267, -0.5075, -0.1572, -0.2134, -0.4049, -0.3956, -0.4613, 0.1117, 0.0789, 0.0710, 0.7669, 0.9847],
  "homo_lumo_gap_ev": 4.47,
  "homo_ev": -5.30
}